Record 1
A molecular structure, C19H17BrN6O2S2Ti, computed with ωB97M-V/def2-TZVPD.

Results
Orbital gap (alpha / beta) ... 3.704 / 6.199 eV
2S+1 ... 3
Charge ... -2

The geometry in XYZ format:
```
48
C19H17BrN6O2S2Ti (ωB97M-V/def2-TZVPD)
Ti 0.0314 -0.9988 0.6866
N -1.7929 -4.4671 2.4621
C -1.6152 -3.1233 2.1541
S -2.2132 -2.5593 0.6280
N -1.0556 -2.3978 3.0831
N -0.8604 -1.1070 2.6275
C -0.9957 -0.1381 3.4379
C -0.9670 1.2469 2.9987
C -0.9987 2.2571 3.9622
C -1.1029 3.5926 3.6217
C -1.2082 3.9247 2.2677
C -1.1981 2.9508 1.2952
C -1.0511 1.5804 1.6154
O -1.0202 0.6985 0.6667
H -1.7737 -5.0171 1.6149
H -1.0864 -4.7716 3.1196
H -1.2258 -0.3454 4.4855
H -0.9414 1.9675 5.0078
H -1.1097 4.3622 4.3841
H -1.2891 4.9664 1.9739
H -1.2533 3.2014 0.2424
N 0.6103 0.6800 -3.4358
C 0.1162 -0.5492 -3.8083
C -0.2184 -1.0701 -5.0447
C -0.7299 -2.3671 -5.0744
C -0.8973 -3.0831 -3.8906
C -0.5560 -2.5533 -2.6498
C -0.0264 -1.2664 -2.6034
N 0.3940 -0.4958 -1.5313
C 0.7732 0.6951 -2.0566
C 1.2352 1.8726 -1.4490
C 1.4142 3.1154 -2.1226
S 1.9694 4.3019 -0.9753
C 1.9600 3.0652 0.2618
N 1.5856 1.9015 -0.1142
H 0.9243 1.4156 -4.0401
H -0.0914 -0.4901 -5.9524
H -1.0029 -2.8159 -6.0228
H -1.3011 -4.0882 -3.9324
H -0.6750 -3.1279 -1.7419
H 0.9091 3.4470 -3.0169
H 2.2689 3.2899 1.2737
Br 1.2016 -3.5750 0.1761
C 3.0134 -0.8270 1.0666
O 1.6907 -0.7482 1.4886
H 3.5929 -1.4684 1.7449
H 3.4642 0.1739 1.0539
H 3.1026 -1.2556 0.0619
```

---

Record 2
A molecular structure, C19H17Cl2N2, computed with ωB97M-V/def2-TZVPD.

Results
Orbital gap ... 7.191 eV
Charge ... +1

The geometry in XYZ format:
```
40
C19H17Cl2N2 (ωB97M-V/def2-TZVPD)
Cl -6.0261 2.1930 -1.8640
C -4.5058 1.5093 -1.4231
C -4.4076 0.1277 -1.2404
C -3.1641 -0.4307 -0.9550
C -2.0123 0.3510 -0.8644
C -0.7468 -0.3962 -0.7153
C 0.4510 0.3054 -1.0980
C 1.6602 -0.3228 -1.0443
C 2.9206 0.3336 -1.2542
C 4.1074 -0.4256 -1.4123
C 5.3476 0.1777 -1.5745
C 5.4356 1.5812 -1.6030
Cl 6.9679 2.3363 -1.7450
C 4.2721 2.3622 -1.5401
C 3.0281 1.7501 -1.3869
C -2.1273 1.7494 -1.0543
C -3.3748 2.3280 -1.3310
H -5.2546 -0.5215 -1.4252
H -3.0420 -1.5242 -0.8616
H -0.7953 -1.4687 -0.9482
H 0.3937 1.3340 -1.4814
H 1.7158 -1.3853 -0.8206
H 4.0312 -1.5161 -1.4167
H 6.2537 -0.4088 -1.6527
H 4.3544 3.4388 -1.5924
H 2.1293 2.3569 -1.3574
H -1.2386 2.4080 -1.0490
H -3.4603 3.3782 -1.5841
C -1.5499 -2.8493 4.3133
C -1.2320 -2.0350 3.1177
C -1.5426 -2.1842 1.7851
N -0.9679 -1.1393 1.0690
C -0.3228 -0.3781 1.9212
N -0.4694 -0.8839 3.1894
H -2.1246 -3.7108 3.9968
H -0.6380 -3.2202 4.8126
H -2.1607 -2.2836 5.0377
H -2.1126 -2.9679 1.3190
H 0.2701 0.5121 1.6985
H -0.0626 -0.4808 4.0347
```

---

Record 3
A single C19H17ClO3 molecule, computed with ωB97M-V/def2-TZVPD.

Results
Orbital gap ... 7.201 eV
Charge ... 0

The geometry in XYZ format:
```
40
C19H17ClO3 (ωB97M-V/def2-TZVPD)
C 5.3259 0.0722 -2.1554
O 5.0838 1.5057 -2.3815
C 5.2598 2.2854 -1.1162
C 3.8948 2.0420 -0.1918
C 3.9918 1.3773 1.3156
C 2.6283 1.0884 2.2226
C 1.1626 1.4875 1.5613
C 1.0027 2.1918 0.0527
C 2.3874 2.4513 -0.7895
C -0.5293 2.5463 -0.5171
O -0.8121 3.6575 -1.2244
C -1.6696 1.3715 -0.1754
C -2.8686 0.9328 -1.2355
C -3.8711 -0.2762 -0.7520
C -3.6765 -1.0147 0.7356
C -4.6551 -2.2616 1.1965
C -4.5670 -3.3731 -0.0502
C -2.9991 -3.5624 -0.5986
Cl -5.0619 -5.0829 0.5784
C -2.5172 -0.5447 1.8009
C -1.5075 0.6616 1.3286
C -0.2917 1.2084 2.3384
O -0.4976 1.4352 3.6385
H 4.5622 -0.4313 -1.3936
H 5.2331 -0.5479 -3.1711
H 6.4268 -0.1307 -1.7481
H 6.2007 1.8558 -0.5236
H 5.4185 3.4160 -1.4104
H 5.0464 1.0717 1.7471
H 2.6625 0.6099 3.3134
H 2.3828 2.9160 -1.8736
H -2.9903 1.4372 -2.2872
H -4.7510 -0.7218 -1.4099
H -5.7553 -1.9484 1.4438
H -4.1263 -2.8083 2.1164
H -5.2581 -3.0167 -0.9532
H -2.2124 -3.4832 0.2666
H -2.8901 -4.6162 -1.1194
H -2.7545 -2.7483 -1.4358
H -2.4077 -1.0532 2.8571
```

---

Question: What is the charge in the second record?
Answer: +1

---

Repeat the first record exactly.
A molecular structure, C19H17BrN6O2S2Ti, computed with ωB97M-V/def2-TZVPD.

Results
Orbital gap (alpha / beta) ... 3.704 / 6.199 eV
2S+1 ... 3
Charge ... -2

The geometry in XYZ format:
```
48
C19H17BrN6O2S2Ti (ωB97M-V/def2-TZVPD)
Ti 0.0314 -0.9988 0.6866
N -1.7929 -4.4671 2.4621
C -1.6152 -3.1233 2.1541
S -2.2132 -2.5593 0.6280
N -1.0556 -2.3978 3.0831
N -0.8604 -1.1070 2.6275
C -0.9957 -0.1381 3.4379
C -0.9670 1.2469 2.9987
C -0.9987 2.2571 3.9622
C -1.1029 3.5926 3.6217
C -1.2082 3.9247 2.2677
C -1.1981 2.9508 1.2952
C -1.0511 1.5804 1.6154
O -1.0202 0.6985 0.6667
H -1.7737 -5.0171 1.6149
H -1.0864 -4.7716 3.1196
H -1.2258 -0.3454 4.4855
H -0.9414 1.9675 5.0078
H -1.1097 4.3622 4.3841
H -1.2891 4.9664 1.9739
H -1.2533 3.2014 0.2424
N 0.6103 0.6800 -3.4358
C 0.1162 -0.5492 -3.8083
C -0.2184 -1.0701 -5.0447
C -0.7299 -2.3671 -5.0744
C -0.8973 -3.0831 -3.8906
C -0.5560 -2.5533 -2.6498
C -0.0264 -1.2664 -2.6034
N 0.3940 -0.4958 -1.5313
C 0.7732 0.6951 -2.0566
C 1.2352 1.8726 -1.4490
C 1.4142 3.1154 -2.1226
S 1.9694 4.3019 -0.9753
C 1.9600 3.0652 0.2618
N 1.5856 1.9015 -0.1142
H 0.9243 1.4156 -4.0401
H -0.0914 -0.4901 -5.9524
H -1.0029 -2.8159 -6.0228
H -1.3011 -4.0882 -3.9324
H -0.6750 -3.1279 -1.7419
H 0.9091 3.4470 -3.0169
H 2.2689 3.2899 1.2737
Br 1.2016 -3.5750 0.1761
C 3.0134 -0.8270 1.0666
O 1.6907 -0.7482 1.4886
H 3.5929 -1.4684 1.7449
H 3.4642 0.1739 1.0539
H 3.1026 -1.2556 0.0619
```